[1]
The molecule C3H3NO2 at a distorted geometry. Source: the OMol25 dataset; level of theory: ωB97M-V/def2-TZVPD.

Results
Total charge: 0
Relative energy (zero: lowest compared OMol25 entry of this formula, charge and spin): 82.4 kcal per mole
LUMO level: 0.67 eV

Atoms and positions in Å:
O1 2.09250 0.00363 0.02675
C1 0.91072 -0.05651 0.05231
C2 -0.05338 1.12745 -0.06283
C3 -1.26206 0.72255 -0.01120
N1 -1.35924 -0.63466 0.19267
O2 -0.05737 -1.11286 -0.13078
H1 0.14214 2.26506 0.03374
H2 -2.30759 1.18383 -0.12967
H3 -2.17262 -0.89334 -0.29022

Atomic forces in eV per Å
0.01 -1.93 0.39
-3.81 3.47 -1.62
3.97 3.83 0.97
-5.17 -0.58 0.46
1.93 1.76 1.00
1.01 -1.81 0.50
0.37 -2.35 -0.52
2.08 -0.09 0.43
-0.38 -2.30 -1.59

Atom charges from the Mulliken analysis, given in e for atoms 1 to 4:
1. O -0.474
2. C 0.521
3. C -0.402
4. C -0.065

=====

[2]
A cluster of 3 separate species, C2H8O4 in total at a distorted geometry. Source: the OMol25 dataset; level of theory: ωB97M-V/def2-TZVPD.

Results
Total charge: +1
Expectation value of S²: 0.7559
Multiplicity: 2
Relative energy (zero: lowest compared OMol25 entry of this formula, charge and spin): 0.0 kcal per mole
LUMO level (alpha / beta): -4.61 / -10.29 eV

Atoms and positions in Å:
O1 -0.08901 0.25730 -0.57944
C1 -0.19691 0.00601 0.62992
O2 0.77731 0.22601 1.46116
C2 -1.42526 -0.59766 1.21881
H1 1.58674 0.63491 0.98998
H2 -1.59182 -0.18491 2.22664
H3 -1.28532 -1.66595 1.31560
H4 -2.32481 -0.39685 0.63055
H5 2.23501 1.05032 -0.96721
H6 2.84531 2.15389 -0.08995
O3 2.69449 1.19628 -0.12428
H7 -1.23896 -0.71720 -1.70656
H8 -2.03087 -1.03681 -2.97623
O4 -2.01034 -1.20293 -2.02656

Atomic forces in eV per Å
-0.09 0.26 -0.59
0.84 -0.21 2.53
-0.45 0.10 -1.14
-1.17 0.52 0.05
0.12 -0.04 -0.09
0.45 0.04 -0.33
0.22 -0.37 -0.16
0.27 -0.16 -0.15
0.49 0.08 -0.03
0.14 -0.13 0.05
-0.81 0.02 0.04
0.01 -0.31 -0.42
-0.12 0.00 -0.08
0.12 0.19 0.32

Atom charges from the Mulliken analysis, given in e for atoms 1 to 4:
1. O -0.314
2. C 0.914
3. O -0.323
4. C -1.047

=====

Copy entry 1 word for word.
The molecule C3H3NO2 at a distorted geometry. Source: the OMol25 dataset; level of theory: ωB97M-V/def2-TZVPD.

Results
Total charge: 0
Relative energy (zero: lowest compared OMol25 entry of this formula, charge and spin): 82.4 kcal per mole
LUMO level: 0.67 eV

Atoms and positions in Å:
O1 2.09250 0.00363 0.02675
C1 0.91072 -0.05651 0.05231
C2 -0.05338 1.12745 -0.06283
C3 -1.26206 0.72255 -0.01120
N1 -1.35924 -0.63466 0.19267
O2 -0.05737 -1.11286 -0.13078
H1 0.14214 2.26506 0.03374
H2 -2.30759 1.18383 -0.12967
H3 -2.17262 -0.89334 -0.29022

Atomic forces in eV per Å
0.01 -1.93 0.39
-3.81 3.47 -1.62
3.97 3.83 0.97
-5.17 -0.58 0.46
1.93 1.76 1.00
1.01 -1.81 0.50
0.37 -2.35 -0.52
2.08 -0.09 0.43
-0.38 -2.30 -1.59

Atom charges from the Mulliken analysis, given in e for atoms 1 to 4:
1. O -0.474
2. C 0.521
3. C -0.402
4. C -0.065